C78H76F16O16S6 | the ωB97M-V functional and the def2-TZVPD basis

Structure (XYZ):
```
192
C78H76F16O16S6 the ωB97M-V functional and the def2-TZVPD basis
C 3.95387 1.54738 -2.61000
C 3.53915 1.15827 -4.05078
C 4.15471 -0.16611 -4.51414
F 5.49418 -0.17725 -4.64801
F 3.82617 -1.16284 -3.62691
F 2.19716 1.03022 -4.12793
F 3.90047 2.15262 -4.88965
O 5.30242 1.97761 -2.50266
C 5.57559 3.34015 -2.66837
C 6.94204 3.52234 -3.31864
F 6.94602 3.07552 -4.59266
F 7.31638 4.82786 -3.36669
F 4.64163 4.03623 -3.35682
F 5.56516 3.84272 -1.39667
H 3.85376 0.74781 -1.87758
H 3.31108 2.32199 -2.17984
H 3.68492 -0.51022 -5.44407
H 7.67463 2.98022 -2.71153
C -2.07987 3.68449 -6.17113
C -1.84811 5.12958 -5.80789
C -2.54829 5.56005 -4.51919
F -2.61543 6.88255 -4.32990
F -3.77575 4.96938 -4.46056
F -0.52826 5.43898 -5.75058
F -2.32614 5.91145 -6.83556
O -1.75324 2.90970 -5.00134
C -2.47915 1.75583 -4.80633
C -1.75142 0.81408 -3.85964
F -1.62480 1.41726 -2.64482
F -2.40309 -0.34562 -3.70899
F -3.71875 2.06604 -4.36441
F -2.65723 1.14875 -6.01279
H -1.40571 3.34071 -6.95426
H -3.09440 3.49705 -6.51405
H -1.96966 5.11313 -3.69982
H -0.73601 0.64419 -4.23118
C 1.98494 -1.28014 5.80643
S 1.15529 -2.35374 4.60599
O 0.78226 -1.52318 3.39535
C 2.55207 -3.45508 4.16806
H 1.52900 -1.30807 6.79173
H 1.98183 -0.28982 5.34854
H 3.04593 -1.51539 5.91309
H 2.98025 -3.89101 5.06942
H 3.30270 -2.82431 3.69194
H 2.21513 -4.20609 3.45583
C -1.04323 -6.27487 3.49108
S -1.84764 -5.55092 2.09984
O -3.19798 -6.23304 1.96735
C -2.11504 -3.86950 2.78232
H -0.15624 -5.74388 3.84035
H -0.65318 -7.25689 3.21899
H -1.76926 -6.39170 4.29642
H -2.76126 -3.38791 2.04584
H -1.21228 -3.25900 2.81802
H -2.68167 -3.82890 3.71323
C -0.31851 0.32781 0.03002
S 0.24076 -1.02165 -1.04915
O 1.51901 -0.61828 -1.68966
C 0.41298 -2.38723 0.19827
H -0.24889 1.21716 -0.59827
H 0.38366 0.48738 0.84890
H -1.33631 0.25961 0.40888
H 1.28536 -2.17013 0.82233
H 0.61497 -3.33533 -0.29553
H -0.41174 -2.48230 0.90116
C 0.02656 -2.20012 -4.69906
S 0.37437 -3.98517 -4.77229
O 1.23297 -4.21348 -5.99455
C 1.47890 -3.86149 -3.31802
H 0.93593 -1.70647 -5.04806
H -0.19777 -1.84099 -3.69787
H -0.76029 -2.02095 -5.43136
H 2.04634 -4.77837 -3.18546
H 0.74033 -3.84065 -2.50963
H 1.96453 -2.89387 -3.38043
C -4.07658 -4.59166 -2.23747
S -3.10308 -3.03855 -2.35627
O -1.68952 -3.41927 -2.00234
C -3.80561 -2.35438 -0.82946
H -5.14775 -4.36627 -2.22736
H -3.95772 -5.00031 -1.23108
H -3.86591 -5.28843 -3.04198
H -4.86955 -2.24127 -1.04763
H -3.41585 -1.35873 -0.61424
H -3.57324 -3.01070 0.00557
C -4.06309 3.37100 -0.81111
S -4.41201 1.56718 -0.87812
O -3.36226 0.85493 -0.10108
C -5.85431 1.53472 0.23827
H -4.92518 3.99864 -1.04205
H -3.31137 3.55419 -1.57556
H -3.77178 3.59532 0.21452
H -6.63747 2.15820 -0.19663
H -5.62433 2.02309 1.18605
H -6.08815 0.48031 0.34341
C -0.07436 -6.91516 -1.90461
C 0.59184 -7.61489 -2.90141
C 1.99554 -7.70773 -2.90639
C 2.70675 -7.22158 -1.81428
C 2.06354 -6.51311 -0.77359
C 0.69171 -6.38583 -0.90074
C 2.78656 -6.08090 0.47075
O 2.15395 -5.53533 1.35458
C 4.24834 -6.26897 0.50924
C 5.02806 -5.94199 1.61825
C 6.38329 -6.24575 1.66319
C 7.02693 -6.66277 0.51662
C 6.28157 -7.08320 -0.56313
C 4.89686 -6.90254 -0.56924
C 4.19428 -7.41092 -1.77766
O 4.76417 -7.94511 -2.69938
H -1.12503 -6.66675 -1.84056
H -0.00830 -8.15219 -3.62526
H 2.51491 -8.25651 -3.67725
H 0.20056 -5.91868 -0.05088
H 4.55851 -5.52031 2.49786
H 6.85740 -6.00898 2.60682
H 8.08011 -6.91535 0.55453
H 6.78534 -7.52740 -1.40922
C -2.42260 -0.62466 3.49275
C -3.59240 -0.49919 2.73311
C -4.80224 -0.91528 3.25284
C -4.86065 -1.39476 4.56324
C -3.70629 -1.42745 5.37672
C -2.47526 -1.07192 4.79767
C -3.71612 -1.79734 6.82388
O -2.68903 -1.82839 7.45988
C -5.02836 -2.28032 7.36664
C -5.12090 -2.74796 8.65385
C -6.33012 -3.27390 9.10958
C -7.42763 -3.33773 8.31872
C -7.37409 -2.73898 7.05190
C -6.17461 -2.27075 6.51673
C -6.16907 -1.71895 5.16480
O -7.20373 -1.49296 4.56082
H -1.52908 -0.70036 2.88190
H -3.48580 -0.21515 1.69282
H -5.69673 -0.81710 2.65390
H -1.54321 -1.13485 5.34171
H -4.26752 -2.76896 9.31724
H -6.33113 -3.82684 10.04367
H -8.26503 -3.99364 8.51711
H -8.27211 -2.77455 6.45001
C 3.59920 -0.38206 2.10493
C 4.25380 -0.21106 3.30161
C 4.41009 1.04941 3.83150
C 3.84946 2.17487 3.17445
C 3.13431 1.95179 1.98174
C 3.00090 0.66778 1.45768
C 2.55870 3.06219 1.19882
O 1.96451 2.87288 0.15943
C 2.57605 4.41389 1.85611
C 1.90245 5.48650 1.28754
C 1.92288 6.77083 1.82440
C 2.63490 6.97484 2.99035
C 3.35159 5.94031 3.58403
C 3.33117 4.65908 3.03079
C 3.94027 3.52425 3.79570
O 4.42085 3.70741 4.89177
H 3.46601 -1.38842 1.72542
H 4.47806 -1.07650 3.91186
H 4.79032 1.15549 4.83964
H 2.36852 0.37976 0.63685
H 1.29448 5.32871 0.40511
H 1.26500 7.52699 1.41903
H 2.65109 7.94997 3.46123
H 3.76688 6.04162 4.57713
C -2.01911 10.25904 -1.68579
C -2.67704 9.57904 -0.65540
C -2.31176 8.24786 -0.38714
C -1.54647 7.53772 -1.28858
C -0.94271 8.22283 -2.39090
C -1.20916 9.56711 -2.56591
C -0.06144 7.51994 -3.37563
O 0.46881 8.14201 -4.26696
C 0.10763 6.04770 -3.25257
C 0.75126 5.29068 -4.20224
C 1.08414 3.95585 -3.98339
C 0.52376 3.28827 -2.90580
C -0.19657 4.03199 -1.93390
C -0.42874 5.38067 -2.12635
C -1.21664 6.09665 -1.10407
O -1.59969 5.56330 -0.07691
H -2.23263 11.31158 -1.81385
H -3.32633 10.21704 -0.07268
H -2.66687 7.83020 0.54488
H -0.64968 10.07161 -3.34455
H 1.17081 5.80644 -5.05848
H 1.61829 3.28050 -4.64120
H 0.75148 2.26488 -2.63779
H -0.52570 3.51827 -1.04175
```

Summary:
- Maximum force: 3.34 eV/A
- E_tot: -8208.5452 hartree

Results of the Mulliken charge analysis, in e, for atoms 1 through 6: number 1, C, carries -1.043; number 2, C, carries 1.314; number 3, C, carries -0.286; number 4, F, carries -0.291; number 5, F, carries -0.174; number 6, F, carries -0.027


C79H89BrFNO4S | the ωB97M-V functional and the def2-TZVPD basis

Structure (XYZ):
```
176
C79H89BrFNO4S the ωB97M-V functional and the def2-TZVPD basis
C 6.29173 -1.60621 -3.25665
C 4.91315 -2.36814 -2.91955
C 3.59958 -1.62752 -3.53993
C 2.64393 -2.57676 -4.39545
C 1.48374 -3.36429 -3.65137
O 0.74895 -4.03149 -4.74065
C 1.98624 -4.63122 -2.76542
S 2.42077 -4.17532 -1.03249
O 1.70174 -4.98638 0.02398
O 3.89435 -4.50256 -0.85066
O 2.12697 -2.53740 -0.94967
C 0.72000 -2.22752 -1.30684
C 0.50304 -0.75871 -0.70656
C -0.99671 -0.55219 -0.10884
C -1.28404 1.02401 -0.01443
F -0.95028 -1.08129 1.25385
C 0.36665 -2.44043 -2.85748
C 0.25577 -1.10891 -3.74348
C -1.02371 -0.17138 -3.52479
C -0.64239 1.39605 -3.29161
Br -0.62796 2.21929 -5.14064
C -0.96989 -3.35412 -2.98358
C -1.22958 -4.61828 -2.08197
C -2.53298 -5.37820 -2.34531
N -3.57684 -5.13550 -3.26958
C -3.37013 -4.02528 -4.12689
C -2.10612 -3.15942 -4.00211
H 6.93355 -2.31472 -3.87537
H 6.10252 -0.60214 -3.76607
H 6.83172 -1.39024 -2.25969
H 4.90604 -3.47729 -3.17324
H 4.77839 -2.28316 -1.77581
H 4.03744 -0.85267 -4.28078
H 3.05767 -0.98172 -2.75071
H 2.30397 -1.96533 -5.31599
H 3.33500 -3.38613 -4.85448
H 0.78352 -3.45099 -5.54172
H 2.95942 -4.98015 -3.27971
H 1.26594 -5.52467 -2.85284
H 0.11798 -2.90752 -0.58915
H 0.84225 0.09700 -1.37183
H 1.17582 -0.70209 0.23282
H -1.78311 -1.15597 -0.66646
H -2.08330 1.37150 -0.74411
H -0.27416 1.54711 -0.21697
H -1.53930 1.29500 1.07726
H 1.16728 -0.40689 -3.64522
H 0.19868 -1.46312 -4.84136
H -1.76969 -0.55431 -2.73296
H -1.63694 -0.16050 -4.50370
H -1.44341 1.96781 -2.72703
H 0.41607 1.54347 -2.90563
H -0.48363 -4.95335 -1.28271
H -2.68920 -6.30259 -1.67592
H -4.17981 -3.79746 -4.90515
H -2.02966 -2.29983 -4.76461
C 0.06791 -7.94509 -8.46388
C 1.03577 -7.00720 -8.11863
C 0.85215 -6.19462 -7.00380
C -0.29602 -6.32675 -6.22792
C -1.26217 -7.26777 -6.57156
C -1.08269 -8.07388 -7.69153
H 0.20988 -8.57606 -9.33491
H 1.93406 -6.90880 -8.71947
H 1.60404 -5.45909 -6.73864
H -0.43721 -5.69803 -5.35730
H -2.15662 -7.37206 -5.96573
H -1.83858 -8.80331 -7.96199
C -2.40356 5.32541 4.21972
C -1.06588 5.12320 4.54677
C -0.51418 3.84881 4.46546
C -1.29725 2.77641 4.04729
C -2.63447 2.97973 3.71616
C -3.18838 4.25316 3.80685
H -2.83450 6.31891 4.28667
H -0.45340 5.95982 4.86640
H 0.52657 3.69056 4.72728
H -0.86572 1.78297 3.97961
H -3.24487 2.14402 3.38891
H -4.23151 4.41018 3.55432
C -5.67363 0.45677 -5.88952
C -5.51569 -0.68401 -5.10881
C -6.62035 -1.46572 -4.78564
C -7.88279 -1.11155 -5.25187
C -8.04025 0.02716 -6.03567
C -6.93681 0.81388 -6.35113
H -4.81234 1.06790 -6.13844
H -4.52974 -0.96401 -4.75075
H -6.49769 -2.35155 -4.17119
H -8.74352 -1.72343 -5.00412
H -9.02442 0.30224 -6.40042
H -7.06084 1.70445 -6.95759
C -0.23831 5.77221 9.22031
C -1.09113 5.33077 8.21349
C -2.16346 6.12203 7.81249
C -2.37677 7.35959 8.41229
C -1.52151 7.80246 9.41656
C -0.45494 7.00747 9.82377
H 0.59553 5.15369 9.53514
H -0.92061 4.36873 7.74124
H -2.83212 5.77487 7.03229
H -3.20998 7.97871 8.09646
H -1.68715 8.76823 9.88296
H 0.20829 7.35059 10.61044
C 2.17528 -9.19834 -1.66984
C 3.31003 -9.98547 -1.83923
C 4.52925 -9.57243 -1.31089
C 4.61170 -8.37585 -0.60421
C 3.47630 -7.59013 -0.43147
C 2.25882 -7.99892 -0.96772
H 1.22532 -9.51911 -2.08479
H 3.24433 -10.92150 -2.38424
H 5.41522 -10.18314 -1.44882
H 5.56129 -8.05616 -0.18823
H 3.54058 -6.65992 0.11983
H 1.37509 -7.38356 -0.83732
C -5.28644 -2.26209 2.99928
C -4.32568 -1.31984 3.35330
C -4.51393 -0.52362 4.47949
C -5.65912 -0.67608 5.25558
C -6.61721 -1.62110 4.90320
C -6.43329 -2.41138 3.77313
H -5.14172 -2.88032 2.11959
H -3.42984 -1.20530 2.75096
H -3.76733 0.21527 4.75068
H -5.80393 -0.05821 6.13544
H -7.50896 -1.74113 5.50968
H -7.18323 -3.14413 3.49553
C 6.70708 -0.44184 1.62831
C 8.04487 -0.64356 1.95359
C 8.59600 -1.91877 1.87541
C 7.81107 -2.99154 1.46216
C 6.47428 -2.78922 1.13337
C 5.92083 -1.51556 1.22039
H 6.27677 0.55227 1.69266
H 8.65843 0.19405 2.26924
H 9.63725 -2.07686 2.13546
H 8.24185 -3.98498 1.39643
H 5.86248 -3.62522 0.80946
H 4.87690 -1.35934 0.96910
C 0.56325 6.36996 -7.32769
C 0.87523 7.72091 -7.21198
C 0.82716 8.34262 -5.96829
C 0.47624 7.61038 -4.83799
C 0.16789 6.25855 -4.95339
C 0.20706 5.63911 -6.19818
H 0.59755 5.88618 -8.29814
H 1.15540 8.29008 -8.09226
H 1.06398 9.39741 -5.87929
H 0.44339 8.09386 -3.86740
H -0.10421 5.68711 -4.07172
H -0.03880 4.58653 -6.28756
C -8.19407 9.71592 8.18050
C -8.23489 8.99525 6.99119
C -7.05744 8.71779 6.30421
C -5.83699 9.15295 6.81201
C -5.79589 9.87067 8.00369
C -6.97446 10.15594 8.68570
H -9.11280 9.93497 8.71411
H -9.18574 8.65009 6.59878
H -7.09033 8.16162 5.37350
H -4.91813 8.93236 6.27872
H -4.84406 10.20871 8.40068
H -6.94269 10.72002 9.61151
C 8.63240 1.09092 6.61564
C 7.77759 0.64658 5.61188
C 6.70531 1.43656 5.20999
C 6.49332 2.67642 5.80568
C 7.35036 3.12244 6.80693
C 8.41733 2.32831 7.21518
H 9.46649 0.47310 6.93108
H 7.94681 -0.31717 5.14259
H 6.03523 1.08659 4.43191
H 5.66000 3.29474 5.48906
H 7.18589 4.08985 7.27016
H 9.08204 2.67388 7.99951
```

Summary:
- Maximum force: 6.11 eV/A
- SMILES: CCCC[C@@]1(O)CS(=O)(=O)O[C@@H](C[C@H](C)F)[C@]1(CCCBr)c1ccncc1.c1ccccc1.c1ccccc1.c1ccccc1.c1ccccc1.c1ccccc1.c1ccccc1.c1ccccc1.c1ccccc1.c1ccccc1.c1ccccc1
- E_tot: -6491.1896 hartree

Results of the Mulliken charge analysis, in e, for atoms 1 through 6: number 1, C, carries -1.023; number 2, C, carries 0.195; number 3, C, carries -0.444; number 4, C, carries -1.270; number 5, C, carries -0.710; number 6, O, carries 0.041


C7H10 | the ωB97M-V functional and the def2-TZVPD basis

Structure (XYZ):
```
17
C7H10 the ωB97M-V functional and the def2-TZVPD basis
C 1.28853 -0.40441 -1.35097
C 1.07955 0.63962 -0.27554
C -0.26936 1.13201 0.14713
C -1.45832 0.24507 -0.20670
C -1.16238 -1.02713 0.49908
C -0.15011 -0.94142 1.36562
C 0.60144 0.34068 1.13532
H 1.20742 0.04690 -2.34618
H 2.28556 -0.84674 -1.25954
H 0.56766 -1.22432 -1.29456
H 1.82821 1.43089 -0.30972
H -0.43305 2.19833 0.27550
H -1.59390 0.04475 -1.26344
H -2.40400 0.66911 0.17900
H -1.80623 -1.89583 0.54699
H -0.72790 -1.23531 2.21696
H 1.14689 0.82781 1.94104
```

Summary:
- Maximum force: 2.74 eV/A
- SMILES: C[C@@H]1[C@@H]2C=CC[C@H]12
- ΔE to the lowest compared entry with this formula, charge and spin: 257.89 kJ/mol
- E_tot: -272.6198 hartree

Results of the Mulliken charge analysis, in e, for atoms 1 through 6: number 1, C, carries -1.467; number 2, C, carries 0.087; number 3, C, carries -0.336; number 4, C, carries -0.692; number 5, C, carries -0.630; number 6, C, carries -0.416


C7H10 | the ωB97M-V functional and the def2-TZVPD basis

Structure (XYZ):
```
17
C7H10 the ωB97M-V functional and the def2-TZVPD basis
C -1.58847 0.08193 1.26664
C -1.03735 -0.24650 -0.08779
C -1.75405 -1.02000 -0.91831
C 0.69058 0.33453 -1.72007
C 0.39068 0.11544 -0.43251
C 1.30871 0.35027 0.68550
C 2.63836 0.37300 0.61771
H -1.67350 1.15992 1.42769
H -2.60312 -0.30051 1.36168
H -0.96557 -0.27055 2.08526
H -1.76532 -0.96810 -1.99797
H -2.42960 -1.73706 -0.46347
H 1.64856 0.18413 -2.20584
H -0.07457 0.65279 -2.41979
H 0.88012 0.54004 1.66211
H 3.24503 0.52933 1.49517
H 3.08949 0.22133 -0.35601
```

Summary:
- Maximum force: 2.00 eV/A
- SMILES: C=CC(=C)C(=C)C
- ΔE to the lowest compared entry with this formula, charge and spin: 281.39 kJ/mol
- E_tot: -272.6108 hartree

Results of the Mulliken charge analysis, in e, for atoms 1 through 6: number 1, C, carries -1.450; number 2, C, carries 0.457; number 3, C, carries -0.903; number 4, C, carries -0.858; number 5, C, carries 0.866; number 6, C, carries 0.023


C7H10 | the ωB97M-V functional and the def2-TZVPD basis

Structure (XYZ):
```
17
C7H10 the ωB97M-V functional and the def2-TZVPD basis
C 1.99682 1.36427 -0.28372
C 1.98365 2.65340 -0.49073
C 2.09043 0.20123 0.08481
C -0.60379 -1.73427 0.85616
C 0.13516 -0.67948 0.27300
C -2.07186 -1.90936 0.52077
C -0.45852 0.27940 -0.60317
H 1.75956 3.02841 -1.52375
H 1.81940 3.39442 0.27136
H 3.06742 -0.38563 0.13211
H -0.21984 -2.37899 1.66784
H -2.29321 -1.46388 -0.38908
H -2.74536 -1.27262 1.20947
H -2.35603 -2.96152 0.64929
H -1.54117 0.28914 -0.36424
H -0.27354 0.20071 -1.71667
H -0.28911 1.37476 -0.29345
```

Summary:
- Maximum force: 7.80 eV/A
- ΔE to the lowest compared entry with this formula, charge and spin: 599.45 kJ/mol
- E_tot: -272.4897 hartree

Results of the Mulliken charge analysis, in e, for atoms 1 through 6: number 1, C, carries 0.159; number 2, C, carries -0.664; number 3, C, carries -0.386; number 4, C, carries -0.189; number 5, C, carries 0.372; number 6, C, carries -1.172


C7H10 | the ωB97M-V functional and the def2-TZVPD basis

Structure (XYZ):
```
17
C7H10 the ωB97M-V functional and the def2-TZVPD basis
C -2.01120 0.42350 -0.62189
C -2.47637 1.66303 -0.73095
C 1.04082 -1.11883 -0.00718
C 0.59803 -2.07583 -0.80816
C 2.11712 -0.20449 0.32815
C 1.30665 0.91735 0.89356
C 0.96487 -0.48176 1.29684
H -1.67115 -0.14359 -1.48473
H -1.93434 -0.07710 0.34093
H -2.54709 2.16402 -1.69355
H -2.80731 2.22846 0.13711
H -0.28937 -2.64868 -0.55637
H 1.11319 -2.31346 -1.73346
H 3.17390 -0.39968 0.45652
H 0.62125 1.46678 0.24797
H 1.80110 1.52486 1.65148
H 0.99993 -0.92460 2.28373
```

Summary:
- Maximum force: 0.32 eV/A
- SMILES: C=C1[C@H]2C[C@@H]12.C=C
- ΔE to the lowest compared entry with this formula, charge and spin: 384.38 kJ/mol
- E_tot: -272.5716 hartree

Results of the Mulliken charge analysis, in e, for atoms 1 through 6: number 1, C, carries -0.505; number 2, C, carries -0.439; number 3, C, carries 0.639; number 4, C, carries -0.772; number 5, C, carries -0.543; number 6, C, carries -0.294